Below is a 6-piece molecular cluster, C8H28F2N2O8S2 overall, with properties calculated with ωB97M-V with the def2-TZVPD basis set.

XYZ file:
```
50
Properties=species:S:1:pos:R:3:forces:R:3:mulliken_charge:R:1
N -0.4305 -0.4503 -0.3852 -0.4 -1.3 0.0 0.18
H -0.3530 -1.4730 -0.2064 0.3 0.3 -0.1 0.54
H 0.3613 -0.1108 -0.9864 -0.5 0.2 0.3 0.24
H -0.4616 0.0107 0.5310 -0.1 0.4 -0.2 0.32
H -1.3376 -0.4145 -0.8794 0.2 0.4 0.1 0.27
N 1.7381 0.6790 -1.5769 1.0 1.9 -1.9 -0.38
S 2.0783 2.2617 -1.9140 -1.0 1.2 2.0 0.85
O 1.8244 2.7160 -3.2309 0.1 -0.5 -0.4 -0.61
O 3.2250 2.6909 -1.2076 0.5 0.1 0.1 -0.56
F 0.8754 2.8809 -1.0725 -0.1 -0.3 -0.1 -0.23
S 2.4610 -0.0034 -2.8409 -0.1 -4.3 -1.1 1.04
O 3.8344 0.3005 -3.0374 -0.1 0.7 0.3 -0.58
O 1.6117 -0.2222 -3.9644 -0.1 0.8 0.1 -0.61
F 2.4918 -1.4977 -2.2224 0.0 0.6 0.3 -0.29
C 0.2685 3.1324 1.8392 -0.4 0.6 0.4 -0.86
C -0.5335 2.1516 2.6561 0.5 -0.1 0.6 -0.35
O -1.2408 1.1916 1.8655 0.1 0.0 -0.5 -0.54
H -0.3708 3.8030 1.2629 0.1 -0.2 -0.3 0.36
H 1.0548 2.7096 1.2219 -0.2 -0.2 0.0 -0.04
H 0.7516 3.7698 2.5865 0.1 0.0 -0.1 0.38
H -1.2352 2.6918 3.2964 -0.1 0.0 -0.1 0.39
H 0.1919 1.6613 3.3190 -0.3 -0.3 0.0 0.30
H -1.9474 0.7818 2.3708 0.1 0.1 0.2 0.24
C -4.4659 0.9488 -0.4460 0.2 0.2 0.3 -1.03
C -3.4024 0.9186 -1.5303 -0.8 -0.3 0.1 -0.16
O -2.9372 -0.4369 -1.7060 0.1 0.7 -0.1 -0.66
H -4.0506 0.6682 0.5242 0.1 0.0 -0.1 0.18
H -5.2746 0.2453 -0.6504 -0.1 0.1 -0.2 0.37
H -4.8756 1.9557 -0.3434 -0.1 -0.1 0.0 0.36
H -2.5633 1.5637 -1.2776 0.2 -0.2 0.0 0.21
H -3.8315 1.2956 -2.4616 0.2 -0.1 -0.1 0.34
H -3.6800 -0.9339 -2.0605 0.1 -0.2 0.0 0.31
C -2.3992 -4.2907 -0.2223 -0.2 0.4 0.1 -1.07
C -0.9791 -4.4317 0.2651 0.0 -0.6 -0.3 -0.24
O -0.2712 -3.2123 0.0926 0.1 0.2 -0.1 -0.56
H -2.9556 -3.5632 0.3736 -0.1 -0.2 0.1 0.26
H -2.8768 -5.2688 -0.1753 -0.1 0.1 0.1 0.38
H -2.4578 -3.9602 -1.2605 0.3 0.0 0.0 0.26
H -0.5406 -5.2389 -0.3334 0.4 0.2 0.1 0.29
H -0.9329 -4.7313 1.3149 -0.2 0.0 0.0 0.31
H 0.6509 -3.3081 0.3583 0.0 -0.1 0.0 0.22
C 3.8226 0.8359 2.1099 0.6 0.4 -0.5 -0.74
C 3.9278 -0.1494 0.9420 -0.5 0.4 0.8 -0.28
O 2.6573 -0.7083 0.6507 -0.5 -0.5 0.2 -0.43
H 3.6423 0.3631 3.0728 -0.2 -0.1 0.0 0.31
H 3.0666 1.5870 1.8768 -0.2 -0.1 0.2 0.02
H 4.7649 1.3935 2.1741 0.0 -0.1 0.1 0.35
H 4.5615 -0.9823 1.2454 0.2 0.0 -0.3 0.32
H 4.3404 0.3860 0.0851 0.1 -0.3 -0.1 0.25
H 2.2023 -0.2057 -0.0431 0.7 0.2 0.1 0.36
```
Positions in Å, forces in eV/Å.

Output
max |F|	4.40	eV/A
total energy	-2029.09589	Eh
ΔE to the lowest compared entry with this formula, charge and spin	0.0	kJ/mol
Kohn-Sham gap	9.7	eV
HOMO level	-0.3579	hartree
molar mass	382.45	g/mol
2S+1	1


Below is C4H4O6Sm as an isolated structure, with properties calculated with ωB97M-V with the def2-TZVPD basis set.

XYZ file:
```
15
Properties=species:S:1:pos:R:3:forces:R:3:mulliken_spin:R:1
O 3.0209 -0.5674 -0.5458 1.2 0.0 -0.1 -0.01
C 2.0456 0.0192 -0.0019 0.8 0.6 0.0 0.00
O 2.2131 1.1371 0.5666 0.8 0.6 0.3 0.00
O 0.8638 -0.5673 -0.0451 0.5 0.1 -0.1 0.01
O -0.9534 -1.0591 1.1670 -0.3 -0.6 0.8 0.05
C -1.8561 -1.5135 0.2285 0.5 -0.1 0.7 0.81
C -0.1940 -0.0095 0.7071 -2.9 0.4 -2.1 0.02
Sm 4.8777 1.1272 0.1447 -2.9 -1.1 -0.2 6.03
H -2.8191 -1.7583 0.6749 0.3 -0.2 -0.4 0.01
H -1.4160 -1.9032 -0.6931 -0.5 0.1 0.2 0.03
H 0.1475 0.6485 1.5105 -0.1 -0.2 -0.3 -0.01
C -1.3626 0.7423 -0.2954 2.6 1.9 2.2 0.00
O -2.1197 1.5351 0.2013 -0.2 -0.8 -0.2 0.05
H -1.4190 1.4598 -2.0461 -0.4 -0.1 0.1 0.00
O -1.0288 0.7093 -1.5732 0.5 -0.4 -1.0 0.00
```
Positions in Å, forces in eV/Å.

Output
max |F|	3.92	eV/A
total energy	-1263.90553	Eh
Kohn-Sham gap (spin up / spin down)	4.8 / 6.5	eV
HOMO level (spin up / spin down)	-0.3923 / -0.4509	hartree
molar mass	298.43	g/mol
2S+1	8
net charge	+1


Below is one molecule with the formula C6H12N2, with properties calculated with ωB97M-V with the def2-TZVPD basis set.

XYZ file:
```
20
Properties=species:S:1:pos:R:3:forces:R:3:mulliken_charge:R:1
C -0.4859 -1.7975 0.3371 -0.1 -0.1 -0.2 -1.67
C -2.3073 -0.0988 -0.1007 0.4 0.4 0.5 -1.45
C 2.4247 -0.3549 0.1259 -0.1 -0.1 0.0 -1.16
C 0.1356 0.9162 -0.1785 0.2 0.3 0.2 0.68
C -0.8235 -0.4402 -0.2776 0.2 0.2 -0.3 1.31
N -0.5024 2.1768 -0.0100 -0.2 0.0 0.0 -0.54
C 1.5135 0.8077 -0.0245 -0.5 0.0 0.0 -0.36
N -0.1614 0.0883 -1.3621 0.0 -0.9 -0.2 -0.91
H -0.6184 2.6524 -0.8973 0.0 0.0 0.1 0.25
H -0.0349 2.7669 0.6661 0.0 -0.1 -0.1 0.28
H 2.0450 1.7603 -0.0793 -0.1 0.0 0.1 0.39
H 0.2839 -2.3039 -0.2433 0.0 0.0 0.0 0.49
H -1.3702 -2.4394 0.3387 0.0 0.1 0.0 0.40
H -0.1632 -1.7030 1.3765 0.0 0.0 -0.1 0.31
H -2.5449 0.8908 -0.4762 0.0 -0.1 -0.1 0.42
H -2.8857 -0.8541 -0.6387 0.1 0.1 0.0 0.40
H -2.5868 -0.1441 0.9553 -0.1 0.0 0.0 0.30
H 3.0403 -0.4698 -0.7723 -0.1 0.0 0.0 0.26
H 3.1202 -0.1586 0.9512 -0.1 0.0 -0.1 0.38
H 1.9212 -1.2952 0.3098 0.0 0.0 0.0 0.24
```
Positions in Å, forces in eV/Å.

Output
max |F|	0.92	eV/A
total energy	-345.18524	Eh
ΔE to the lowest compared entry with this formula, charge and spin	374.5	kJ/mol
Kohn-Sham gap (spin up / spin down)	7.9 / 7.9	eV
HOMO level (spin up / spin down)	-0.2867 / -0.2867	hartree
molar mass	112.18	g/mol
2S+1	1


Below is a 2-piece molecular cluster, C3H9O3 overall, with properties calculated with ωB97M-V with the def2-TZVPD basis set.

XYZ file:
```
15
Properties=species:S:1:pos:R:3:forces:R:3:mulliken_charge:R:1
C -0.3430 1.3624 -0.6987 1.0 -0.8 3.3 -0.34
O 0.9536 1.5115 -0.1022 -1.2 -0.4 -1.3 -0.89
C -0.6568 -0.2150 -0.6371 -0.9 1.2 -2.2 -0.66
C -0.6247 -0.7138 0.8027 0.8 0.1 0.9 -0.28
O -1.8761 -0.3907 1.4663 -1.0 0.7 0.3 -0.56
H -1.1406 1.9551 -0.0603 1.0 -1.1 -0.9 0.17
H -0.4815 1.7635 -1.7009 0.3 -0.1 -0.6 0.25
H 0.0543 -0.6793 -1.4367 -0.8 0.4 2.0 0.30
H -1.6940 -0.3968 -1.0702 0.9 0.0 0.6 0.36
H -0.5343 -1.7863 0.8877 0.4 -0.5 -0.3 0.30
H 0.2540 -0.2069 1.3370 -1.3 -0.6 -0.7 0.21
H -2.2837 -0.9917 2.1312 1.4 0.2 -1.1 0.26
H 3.4814 -0.6962 0.0758 -0.7 0.2 -0.5 0.25
H 2.0629 0.1432 -0.3446 1.8 -1.4 -0.9 0.38
O 2.8284 -0.6591 -0.6500 -1.7 2.0 1.4 -0.75
```
Positions in Å, forces in eV/Å.

Output
max |F|	3.56	eV/A
total energy	-345.38036	Eh
ΔE to the lowest compared entry with this formula, charge and spin	139.8	kJ/mol
Kohn-Sham gap	6.7	eV
HOMO level	-0.1113	hartree
molar mass	93.10	g/mol
2S+1	1
net charge	-1